No. 1
Below is a structure of composition C7H15AuN7 at a distorted geometry, with properties calculated with the ωB97M-V functional and the def2-TZVPD basis.

Last column: natural (NBO) charge in e.
Cartesian coordinates (Å):
H: -2.684 1.356 0.493  0.428
C: -3.838 0.707 -1.404  -0.417
H: -0.540 -1.162 -2.131  0.400
C: 4.412 -1.501 0.193  0.006
C: -1.482 0.122 -1.003  0.651
C: -0.765 1.237 1.219  0.620
N: 0.455 0.827 1.386  -0.816
H: -4.195 0.212 -0.559  0.189
H: 4.535 -2.009 -0.741  0.237
H: -2.412 2.113 2.062  0.392
H: 2.591 0.168 2.099  0.439
H: -1.804 -1.171 -3.434  0.215
H: -4.574 0.612 -2.202  0.239
H: 6.416 -1.501 1.230  0.260
C: -2.700 -0.986 -2.814  -0.424
H: 0.731 1.155 2.301  0.339
H: 4.979 -0.182 3.131  0.243
C: 5.333 -1.279 1.196  -0.333
N: -1.388 2.032 2.111  -0.812
H: -3.430 -0.796 -3.602  0.237
C: 4.615 -0.534 2.151  0.001
H: -2.974 -1.837 -2.235  0.208
N: 3.386 -0.352 1.708  -0.315
H: -0.871 2.401 2.908  0.425
N: 3.235 -0.943 0.499  -0.360
Au: 1.389 -0.790 -0.441  0.605
N: -1.636 0.887 0.124  -0.627
H: -3.781 1.734 -1.101  0.207
N: -2.561 0.125 -1.871  -0.397
N: -0.442 -0.644 -1.275  -0.840

Summary:
M   394.21 g/mol
Charge   +1
Max |F|   5.40 eV/A
Lowest unoccupied orbital energy   -2.75 eV
Orbital gap   8.8 eV
HOMO level   -11.588 eV


No. 2
Below is a cluster of 2 separate species, C4H13N4 in total, with properties calculated with the ωB97M-V functional and the def2-TZVPD basis.

Last column: natural (NBO) charge in e.
Cartesian coordinates (Å):
H: -0.831 1.140 1.744  0.191
H: 0.666 1.776 -2.163  0.232
N: -1.753 0.321 -1.885  -0.777
H: 2.726 0.683 -1.810  0.445
H: 0.174 -1.766 1.847  0.191
H: -2.279 0.080 -1.049  0.425
H: 2.052 -0.795 -1.746  0.441
H: -0.311 -1.048 -1.352  0.196
C: 0.634 0.727 -1.925  -0.232
H: -1.886 1.288 -2.152  0.385
H: 1.317 1.611 2.281  0.365
H: -1.450 -2.068 0.216  0.363
N: 1.928 0.168 -1.444  -0.673
C: -0.441 -0.042 -1.726  0.092
N: -1.651 -1.272 0.800  -0.873
H: -2.411 -1.569 1.402  0.390
H: 1.047 0.587 3.491  0.387
C: -0.472 -0.943 1.548  -0.082
N: 1.110 0.640 2.476  -0.859
C: -0.147 0.303 1.868  -0.051
H: 1.980 0.182 -0.420  0.448

Summary:
M   117.18 g/mol
ΔE to the lowest compared entry with this formula, charge and spin   61.2 kcal/mol
Charge   +1
Max |F|   0.75 eV/A
Lowest unoccupied orbital energy   -3.28 eV
Orbital gap   9.0 eV
HOMO level   -12.276 eV


No. 3
Below is a cluster of 2 separate species, C4H8N2O in total at a distorted geometry, with properties calculated with the ωB97M-V functional and the def2-TZVPD basis.

Last column: natural (NBO) charge in e.
Cartesian coordinates (Å):
H: 1.678 1.691 -0.298  0.087
H: -0.263 -0.195 1.105  0.211
H: 1.162 -0.420 -0.899  0.219
C: -1.038 1.297 -0.100  0.277
C: 0.114 -0.736 -0.958  -0.594
H: -2.681 -0.489 0.838  0.367
C: 2.401 0.891 -0.012  0.071
O: 2.098 0.676 1.252  -0.649
H: -0.267 -0.474 -1.947  0.231
N: -2.065 -0.842 0.112  -0.807
N: -1.248 2.425 -0.254  -0.319
H: -1.901 -1.825 0.308  0.360
C: -0.783 -0.141 0.133  -0.158
H: 2.677 -0.033 1.575  0.493
H: 0.115 -1.825 -0.854  0.212

Summary:
M   100.12 g/mol
ΔE to the lowest compared entry with this formula, charge and spin   106.6 kcal/mol
Max |F|   1.26 eV/A
Lowest unoccupied orbital energy   0.44 eV
Orbital gap   9.6 eV
HOMO level   -9.143 eV


No. 4
Below is the ion C4H13N2 with charge +1 at a distorted geometry, with properties calculated with the ωB97M-V functional and the def2-TZVPD basis.

Last column: natural (NBO) charge in e.
Cartesian coordinates (Å):
H: -0.458 1.263 -1.169  0.248
H: 2.122 0.738 -0.342  0.368
H: -1.940 -0.726 0.079  0.440
H: 1.625 -0.187 2.162  0.193
H: -2.971 0.168 -0.828  0.433
C: 0.422 -1.045 0.621  -0.399
H: -2.096 0.925 0.349  0.445
C: 0.149 -0.888 -0.900  -0.473
H: 0.146 0.782 1.981  0.180
H: -1.334 0.123 -2.256  0.230
C: -0.806 0.202 -1.333  -0.187
H: 0.937 -1.967 1.053  0.271
N: 1.673 1.141 0.562  -0.891
N: -2.094 0.241 -0.407  -0.703
H: 2.420 1.788 0.864  0.405
H: 1.194 -0.802 -1.350  0.265
C: 0.953 0.289 1.407  -0.215
H: -0.372 -1.808 -1.329  0.233
H: -0.626 -1.320 0.934  0.157

Summary:
M   89.16 g/mol
ΔE to the lowest compared entry with this formula, charge and spin   64.5 kcal/mol
Charge   +1
Max |F|   5.32 eV/A
Lowest unoccupied orbital energy   -3.61 eV
Orbital gap   9.0 eV
HOMO level   -12.568 eV


No. 5
Below is a structure of composition C12H40AgN3O7 at a distorted geometry, with properties calculated with the ωB97M-V functional and the def2-TZVPD basis.

Last column: natural (NBO) charge in e.
Cartesian coordinates (Å):
H: 15.237 4.662 17.100  0.431
O: 15.409 4.105 17.860  -0.928
H: 13.429 6.981 12.512  0.209
H: 19.545 8.801 15.656  0.192
H: 18.568 8.654 18.563  0.159
C: 16.243 4.582 21.307  -0.079
O: 15.431 5.764 15.602  -0.793
H: 15.824 6.831 19.016  0.165
H: 14.497 3.340 21.239  0.158
H: 15.838 7.430 15.332  0.471
H: 16.460 9.476 18.896  0.176
H: 14.128 6.477 16.337  0.447
H: 17.018 3.978 20.834  0.176
H: 16.487 10.902 17.785  0.192
H: 18.974 10.098 17.854  0.200
O: 15.508 5.423 20.432  -0.558
H: 13.072 6.634 17.411  0.473
H: 15.555 7.514 13.191  0.448
H: 19.765 6.452 15.571  0.213
H: 13.738 5.301 10.960  0.152
H: 14.756 4.878 23.845  0.215
N: 15.720 2.609 22.738  -0.821
H: 13.496 9.081 11.090  0.259
H: 16.282 7.066 12.030  0.392
H: 14.900 9.211 12.320  0.221
C: 14.200 4.636 22.939  -0.620
O: 12.825 6.800 9.933  -0.537
H: 13.290 4.098 23.202  0.214
C: 18.688 9.086 17.569  -0.059
C: 19.612 8.327 16.635  -0.079
H: 21.189 8.096 17.955  0.351
C: 15.139 3.738 22.024  -0.045
N: 15.471 6.746 12.541  -0.877
H: 16.278 8.873 15.462  0.508
C: 14.438 8.695 11.479  -0.622
H: 16.767 5.138 22.084  0.179
H: 21.648 7.893 16.490  0.364
H: 15.184 8.733 10.685  0.205
H: 18.137 6.870 16.102  0.185
C: 16.311 6.443 19.911  -0.256
Ag: 15.673 4.758 13.718  1.064
H: 17.340 6.128 19.735  0.179
C: 12.223 5.976 8.977  -0.244
C: 14.267 7.150 11.836  -0.069
H: 11.854 5.077 9.470  0.169
H: 16.417 7.309 20.566  0.182
O: 13.227 6.770 16.476  -0.887
O: 15.810 8.273 14.880  -0.982
H: 15.242 4.671 18.614  0.488
N: 21.019 8.468 17.031  -0.814
H: 11.452 6.578 8.497  0.211
H: 13.927 5.541 22.397  0.216
H: 15.427 9.582 17.456  0.198
H: 14.820 6.267 9.930  0.166
H: 14.956 1.983 22.950  0.360
H: 16.274 2.118 22.051  0.348
H: 19.415 6.306 17.264  0.208
C: 19.191 6.903 16.380  -0.615
C: 16.411 9.818 17.862  -0.262
O: 17.344 9.080 17.056  -0.592
H: 16.024 5.718 16.378  0.480
H: 12.899 5.679 8.175  0.171
C: 13.957 6.304 10.595  -0.056

Summary:
M   446.33 g/mol
ΔE to the lowest compared entry with this formula, charge and spin   24.0 kcal/mol
Charge   +1
Max |F|   2.45 eV/A
2S+1   2
Lowest unoccupied orbital energy (spin up / spin down)   -4.99 / -8.38 eV
Orbital gap (spin up / spin down)   6.3 / 2.9 eV
HOMO level (spin up / spin down)   -11.237 / -11.237 eV


No. 6
Below is a structure of composition C5H11NO at a distorted geometry, with properties calculated with the ωB97M-V functional and the def2-TZVPD basis.

Last column: natural (NBO) charge in e.
Cartesian coordinates (Å):
H: 1.533 -2.479 -0.403  0.138
H: 0.111 2.471 1.151  0.225
H: -1.814 0.806 0.476  0.195
C: -1.279 0.541 -0.439  -0.420
H: -0.511 -1.534 -0.744  0.180
N: 1.018 -0.692 0.481  -0.610
H: 1.126 0.984 -0.638  0.231
C: 1.265 -1.442 -0.669  0.466
C: 0.632 1.559 1.455  -0.640
H: 1.631 1.847 1.809  0.219
H: -2.367 -1.335 -0.451  0.214
C: -1.538 -0.829 -0.963  -0.616
H: 0.096 1.109 2.300  0.202
O: 1.555 -0.912 -1.731  -0.613
H: -1.213 1.341 -1.173  0.210
H: -1.549 -0.927 -2.051  0.229
C: 0.634 0.629 0.265  -0.002
H: 0.672 -1.139 1.326  0.394

Summary:
M   101.15 g/mol
ΔE to the lowest compared entry with this formula, charge and spin   60.4 kcal/mol
Max |F|   3.40 eV/A
Lowest unoccupied orbital energy   0.94 eV
Orbital gap   9.5 eV
HOMO level   -8.552 eV